[1]
Molecular formula: C5H7NO
Method: DFT, the ωB97M-V functional and the def2-TZVPD basis

The geometry in XYZ format:
```
14
Properties=species:S:1:pos:R:3:nbo_charge:R:1
C 1.573 -1.381 -0.582 -0.63
C 0.565 -0.297 -0.353 -0.09
C 0.559 0.936 -0.900 0.09
O -0.513 1.683 -0.484 -0.42
C -1.257 0.911 0.361 0.26
N -2.311 1.514 0.985 -0.77
C -0.612 -0.352 0.476 -0.36
H 2.082 -1.666 0.346 0.22
H 2.335 -1.052 -1.295 0.22
H 1.100 -2.282 -0.989 0.22
H 1.232 1.436 -1.582 0.21
H -0.903 0.949 1.512 0.47
H -2.852 0.794 1.467 0.34
H -0.998 -1.193 1.038 0.24
```

Output
Frontier orbital gap (spin up / spin down): 7.940 / 7.941 eV
LUMO level (spin up / spin down): 0.01786 / 0.01785 Eh
E_HOMO (spin up / spin down): -7.5 / -7.5 eV
Max |F|: 0.0061 Eh/bohr
Total charge: 0
ΔE to the lowest compared entry with this formula, charge and spin: 418.8 kJ/mol

---

[2]
Molecular formula: C4H8O3
Method: DFT, the ωB97M-V functional and the def2-TZVPD basis

The geometry in XYZ format:
```
15
Properties=species:S:1:pos:R:3:nbo_charge:R:1
C -0.394 -0.222 -0.012 0.10
C -0.346 1.293 0.252 0.04
C 0.246 -1.098 1.046 -0.64
C 0.415 -0.031 -1.305 0.36
O -1.740 -0.545 -0.293 -0.70
O 0.851 1.761 0.632 -0.71
O 1.631 0.259 -1.237 -0.60
H -1.797 -1.485 -0.500 0.47
H 1.521 1.306 -0.045 0.50
H -1.198 1.690 0.805 0.22
H -0.376 1.472 -1.041 0.12
H -0.031 -0.461 -2.216 0.17
H 1.252 -0.751 1.271 0.24
H -0.349 -1.062 1.958 0.23
H 0.315 -2.127 0.688 0.21
```

Output
Frontier orbital gap: 10.121 eV
LUMO level: 0.01394 Eh
E_HOMO: -9.7 eV
Max |F|: 0.0672 Eh/bohr
Total charge: 0
SMILES: C[C@](O)(C=O)CO
ΔE to the lowest compared entry with this formula, charge and spin: 308.3 kJ/mol

---

[3]
Molecular formula: C2FI3O
Method: DFT, the ωB97M-V functional and the def2-TZVPD basis

The geometry in XYZ format:
```
7
Properties=species:S:1:pos:R:3:nbo_charge:R:1
C 0.639 1.408 -0.909 0.24
C 0.071 -1.292 1.341 0.03
O 1.265 1.902 -0.055 -0.47
F -0.627 -0.664 2.303 -0.38
I 0.373 2.146 -2.931 0.12
I -0.566 -0.346 -0.660 0.53
I -1.155 -3.152 0.911 -0.06
```

Output
Frontier orbital gap: 7.279 eV
LUMO level: -0.05371 Eh
E_HOMO: -8.7 eV
Max |F|: 0.0325 Eh/bohr
Total charge: 0
ΔE to the lowest compared entry with this formula, charge and spin: 258.3 kJ/mol

---

[4]
Molecular formula: C23H28IrN7O3S
Method: DFT, the ωB97M-V functional and the def2-TZVPD basis

The geometry in XYZ format:
```
63
Properties=species:S:1:pos:R:3:nbo_charge:R:1
Ir 0.825 -0.566 0.419 0.88
C -0.470 -2.775 4.392 -0.69
C -0.540 -1.814 3.210 0.51
O -0.298 -2.280 2.073 -0.75
C -0.934 -0.497 3.488 -0.54
C -1.065 0.586 2.584 0.31
C -1.726 1.828 3.135 -0.65
N -0.634 0.609 1.339 -0.40
N -0.871 1.834 0.703 -0.47
C -0.431 1.938 -0.529 0.52
O 0.142 1.042 -1.241 -0.80
C -0.676 3.267 -1.160 -0.01
C -1.425 4.265 -0.530 -0.20
C -1.627 5.487 -1.147 -0.24
C -1.083 5.738 -2.403 -0.24
C -0.337 4.753 -3.034 -0.23
C -0.136 3.527 -2.419 -0.21
H 0.056 -3.676 4.082 0.22
H -1.478 -3.049 4.714 0.21
H 0.041 -2.326 5.245 0.21
H -1.186 -0.270 4.516 0.19
H -1.996 1.672 4.178 0.19
H -2.621 2.072 2.561 0.23
H -1.061 2.687 3.044 0.23
H -1.837 4.054 0.447 0.23
H -2.211 6.251 -0.649 0.20
H -1.241 6.696 -2.884 0.20
H 0.091 4.942 -4.012 0.20
H 0.443 2.746 -2.893 0.23
O 2.152 -0.018 1.875 -0.56
N 3.367 0.303 1.393 0.00
C 4.099 1.159 2.131 0.04
C 5.389 1.456 1.792 -0.30
C 5.935 0.843 0.656 -0.18
C 5.169 -0.020 -0.087 -0.24
C 3.837 -0.304 0.264 0.03
S 2.783 -1.299 -0.633 -0.14
H 3.566 1.556 2.981 0.23
H 5.953 2.152 2.395 0.22
H 6.952 1.059 0.356 0.21
H 5.553 -0.496 -0.979 0.23
C -0.251 -3.126 -0.704 -0.10
N -1.156 -3.949 -1.504 -0.47
C -0.926 -3.659 -2.916 -0.07
N -1.141 -2.250 -3.235 -0.47
C -0.238 -1.440 -2.419 -0.09
N -0.456 -1.673 -0.969 -0.46
C -1.871 -1.348 -0.657 -0.09
N -2.796 -2.152 -1.456 -0.47
C -2.531 -3.565 -1.178 -0.08
C -2.517 -1.907 -2.870 -0.08
H 0.784 -3.373 -0.951 0.20
H -0.415 -3.298 0.354 0.27
H -1.605 -4.267 -3.520 0.18
H 0.103 -3.924 -3.168 0.19
H -0.389 -0.384 -2.616 0.26
H 0.796 -1.700 -2.655 0.20
H -2.020 -0.288 -0.862 0.22
H -2.023 -1.538 0.405 0.24
H -3.217 -4.176 -1.772 0.18
H -2.709 -3.756 -0.118 0.20
H -2.687 -0.850 -3.087 0.20
H -3.202 -2.508 -3.476 0.18
```

Output
Expectation value of S²: 0.753
Frontier orbital gap (spin up / spin down): 5.806 / 5.850 eV
LUMO level (spin up / spin down): 0.09844 / 0.09846 Eh
E_HOMO (spin up / spin down): -3.1 / -3.2 eV
Max |F|: 0.0224 Eh/bohr
2S+1: 2
Total charge: -1
ΔE to the lowest compared entry with this formula, charge and spin: 0.0 kJ/mol

---

[5]
Molecular formula: C16H23IMnN2
Method: DFT, the ωB97M-V functional and the def2-TZVPD basis

The geometry in XYZ format:
```
43
Properties=species:S:1:pos:R:3:nbo_charge:R:1
C 1.940 3.804 1.851 -1.05
C 1.675 0.593 -0.404 -1.13
H 1.959 4.000 0.753 0.20
H 2.957 3.565 2.174 0.22
H 1.582 4.700 2.364 0.25
H 0.575 0.602 -0.535 0.26
H 2.143 0.906 -1.354 0.20
H 2.007 -0.439 -0.123 0.22
C -2.085 1.314 -0.915 0.06
C -3.381 1.226 -1.442 -0.25
C -3.701 0.082 -2.173 -0.18
C -2.767 -0.949 -2.289 -0.22
H -1.741 2.236 -0.426 0.21
H -4.073 2.056 -1.287 0.22
H -4.679 0.003 -2.658 0.22
H -2.970 -1.832 -2.884 0.21
N -1.234 0.292 -0.987 -0.43
C -1.529 -0.853 -1.620 0.17
C -0.539 -1.980 -1.660 0.17
N 0.544 -1.890 -0.883 -0.41
C 1.576 -2.712 -1.071 0.04
C 0.329 -4.052 -2.626 -0.18
C 1.524 -3.820 -1.937 -0.25
H 2.494 -2.496 -0.522 0.20
H 2.400 -4.456 -2.047 0.22
C -0.695 -3.112 -2.502 -0.23
H -1.626 -3.211 -3.047 0.21
H 0.188 -4.961 -3.229 0.22
Mn 1.446 1.891 1.138 1.27
I -0.686 3.205 2.189 -0.26
C -1.983 -0.252 2.686 -0.60
C -0.514 -0.126 3.112 -0.29
C -0.219 -1.378 3.956 -0.60
C 0.413 0.075 1.916 -0.56
H -2.094 -1.082 1.974 0.20
H -2.356 0.653 2.201 0.21
H -2.637 -0.471 3.545 0.21
H -0.413 0.745 3.772 0.20
H -0.438 -2.304 3.410 0.20
H 0.820 -1.435 4.288 0.20
H -0.850 -1.389 4.855 0.21
H 1.414 -0.357 2.109 0.18
H -0.061 -0.444 1.073 0.23
```

Output
Expectation value of S²: 9.213
Frontier orbital gap (spin up / spin down): 6.930 / 6.675 eV
LUMO level (spin up / spin down): -0.01581 / -0.05674 Eh
E_HOMO (spin up / spin down): -7.4 / -8.2 eV
Max |F|: 0.0479 Eh/bohr
2S+1: 6
Total charge: 0
ΔE to the lowest compared entry with this formula, charge and spin: 0.0 kJ/mol

---

[6]
Molecular formula: C25H26FN3O4
Method: DFT, the ωB97M-V functional and the def2-TZVPD basis

The geometry in XYZ format:
```
59
Properties=species:S:1:pos:R:3:nbo_charge:R:1
O -4.916 -1.527 -1.167 -0.59
C -3.728 -1.444 -1.024 0.80
O -2.986 -2.455 -0.551 -0.69
H -3.549 -3.199 -0.289 0.50
C -2.860 -0.247 -1.353 -0.33
C -3.607 0.762 -2.225 -0.42
C -4.581 1.583 -1.437 -0.19
C -4.584 1.651 -0.117 -0.17
C -3.609 0.925 0.751 -0.45
C -2.402 0.426 -0.041 -0.30
C -1.575 -0.543 0.802 0.72
O -1.948 -0.990 1.862 -0.61
N -0.372 -0.820 0.220 -0.64
C 0.575 -1.765 0.577 0.20
C 0.396 -2.640 1.649 -0.20
C 1.331 -3.617 1.919 -0.19
C 2.460 -3.753 1.125 -0.25
C 2.671 -2.868 0.086 -0.17
C 1.759 -1.850 -0.182 -0.19
C 1.998 -0.892 -1.288 0.69
O 1.098 -0.529 -2.044 -0.66
N 3.271 -0.447 -1.466 -0.43
C 4.244 -0.314 -0.404 -0.24
H 5.199 -0.744 -0.727 0.20
C 4.410 1.198 -0.092 -0.23
N 3.253 1.948 -0.512 -0.43
C 2.122 2.016 0.290 0.16
C 1.991 1.289 1.478 -0.26
C 0.883 1.436 2.291 -0.27
C -0.113 2.317 1.922 0.42
C -0.020 3.051 0.753 -0.29
C 1.092 2.903 -0.049 -0.24
H 1.174 3.510 -0.937 0.22
H -0.805 3.744 0.491 0.23
F -1.195 2.476 2.716 -0.34
H 0.785 0.865 3.200 0.24
H 2.752 0.591 1.788 0.21
C 3.118 1.940 -1.957 -0.22
H 2.088 2.166 -2.225 0.22
C 3.482 0.540 -2.507 -0.24
H 4.531 0.488 -2.810 0.20
H 2.848 0.289 -3.357 0.25
H 3.775 2.700 -2.395 0.19
H 4.592 1.360 0.970 0.22
H 5.266 1.602 -0.643 0.20
H 3.898 -0.856 0.475 0.23
H 3.539 -2.976 -0.547 0.22
H 3.172 -4.542 1.316 0.22
H 1.170 -4.293 2.746 0.22
H -0.496 -2.550 2.246 0.25
H -0.179 -0.389 -0.681 0.44
H -1.766 1.275 -0.314 0.24
H -4.107 0.075 1.227 0.23
H -3.270 1.577 1.559 0.24
H -5.324 2.244 0.400 0.20
H -5.306 2.133 -2.019 0.20
H -2.885 1.423 -2.715 0.21
H -4.147 0.228 -3.010 0.23
H -1.985 -0.631 -1.890 0.24
```

Output
Frontier orbital gap: 8.427 eV
LUMO level: 0.01778 Eh
E_HOMO: -7.9 eV
Max |F|: 0.0116 Eh/bohr
Total charge: 0
SMILES: O=C(O)[C@H]1CC=CC[C@H]1C(=O)Nc1ccccc1C(=O)N1CCN(c2ccc(F)cc2)CC1
ΔE to the lowest compared entry with this formula, charge and spin: 0.0 kJ/mol

---

[7]
Molecular formula: C4H4LiO
Method: DFT, the ωB97M-V functional and the def2-TZVPD basis

The geometry in XYZ format:
```
10
Properties=species:S:1:pos:R:3:nbo_charge:R:1
H -2.972 2.045 -0.043 0.21
C -2.359 1.168 0.060 -0.50
C -1.731 0.120 0.208 0.03
C -0.926 -1.036 0.399 -1.05
H -1.021 -1.780 -0.407 0.20
H -1.094 -1.515 1.377 0.19
C 2.628 0.649 -0.613 -0.12
O 2.868 -0.528 -0.250 -0.77
Li 1.058 -0.248 0.355 0.80
H 3.547 1.126 -1.085 0.01
```

Output
Frontier orbital gap: 6.269 eV
LUMO level: 0.12660 Eh
E_HOMO: -2.8 eV
Max |F|: 0.0228 Eh/bohr
Total charge: -1
ΔE to the lowest compared entry with this formula, charge and spin: 0.0 kJ/mol

---

[8]
Molecular formula: C15H30FO15Tl
Method: DFT, the ωB97M-V functional and the def2-TZVPD basis

The geometry in XYZ format:
```
62
Properties=species:S:1:pos:R:3:nbo_charge:R:1
Tl 1.347 -0.741 0.134 1.48
F 4.149 -0.103 0.342 -0.45
C 0.251 3.835 -2.160 -0.28
O 1.544 3.562 -2.630 -0.27
C 2.237 2.518 -2.151 0.95
O 1.978 1.800 -1.203 -0.60
O 3.470 2.439 -2.733 -0.14
C 4.596 1.678 -2.148 -0.29
H -0.307 4.508 -2.810 0.27
H 0.567 4.321 -1.237 0.26
H -0.375 2.989 -1.875 0.25
H 5.523 1.764 -2.716 0.27
H 4.383 0.630 -1.939 0.29
H 4.884 2.078 -1.176 0.30
C -4.373 -1.816 -1.827 -0.27
O -3.031 -1.578 -1.330 -0.49
C -2.575 -1.876 -0.100 1.03
O -1.387 -1.723 0.240 -0.64
O -3.587 -2.340 0.701 -0.47
C -3.160 -3.029 1.909 -0.29
H -5.148 -1.639 -1.082 0.21
H -4.411 -2.902 -1.907 0.21
H -4.674 -1.322 -2.751 0.24
H -3.951 -3.003 2.658 0.23
H -2.389 -2.473 2.441 0.20
H -2.959 -4.094 1.794 0.22
C 1.841 -5.392 -4.140 -0.28
O 1.721 -4.251 -3.328 -0.43
C 1.026 -4.145 -2.229 1.03
O 0.778 -3.079 -1.628 -0.64
O 0.660 -5.450 -1.769 -0.47
C -0.059 -5.501 -0.542 -0.27
H 2.557 -5.242 -4.947 0.24
H 0.978 -5.543 -4.789 0.22
H 2.026 -6.279 -3.534 0.23
H -0.995 -4.948 -0.617 0.19
H 0.574 -5.154 0.275 0.19
H -0.319 -6.504 -0.202 0.24
C -2.262 2.521 2.716 -0.26
O -2.676 2.374 1.331 -0.49
C -1.840 1.820 0.404 1.02
O -0.826 1.177 0.638 -0.59
O -2.229 2.046 -0.812 -0.49
C -3.624 2.179 -1.095 -0.28
H -3.198 2.715 3.239 0.24
H -1.379 3.157 2.772 0.21
H -2.056 1.505 3.053 0.19
H -3.946 3.203 -0.906 0.22
H -4.227 1.533 -0.456 0.21
H -3.927 2.094 -2.138 0.23
C 3.914 1.435 3.417 -0.29
O 3.046 2.541 3.263 -0.41
C 2.003 2.437 2.630 1.02
O 1.780 1.619 1.744 -0.57
O 1.077 3.419 2.874 -0.49
C 1.105 4.064 4.185 -0.28
H 4.593 1.671 4.235 0.24
H 4.637 1.150 2.653 0.24
H 3.299 0.582 3.704 0.20
H 1.025 3.367 5.019 0.21
H 0.284 4.774 4.281 0.23
H 2.038 4.622 4.253 0.22
```

Output
Expectation value of S²: 0.777
Frontier orbital gap (spin up / spin down): 3.143 / 3.108 eV
LUMO level (spin up / spin down): -0.56306 / -0.56380 Eh
E_HOMO (spin up / spin down): -18.5 / -18.5 eV
Max |F|: 0.1091 Eh/bohr
2S+1: 2
Total charge: +3